(1)
DFT (wB97M-V/def2-TZVPD) results for a structure of composition C34H90F6MnN7O12.

Geometry as ORCA input:
```
! RIJCOSX wB97M-V def2-TZVPD def2/J DEFGRID3
* xyz 1 6
Mn 0.05 2.97 2.53
F 2.05 0.77 -0.10
F 4.97 3.51 2.00
F 0.99 -0.70 -1.27
F 5.37 1.42 1.90
F 4.15 2.37 0.37
F 1.13 -0.92 0.93
O -0.50 1.29 3.73
O -0.37 1.76 0.88
O 5.01 -1.63 -1.14
O -5.62 -5.99 -2.09
O -5.33 1.85 -6.16
O 2.08 2.84 2.20
O -3.46 1.52 1.23
O 4.10 4.07 -2.36
O -1.47 -0.03 0.19
O 3.41 2.13 3.88
O 0.01 1.67 -5.34
O 0.24 -4.60 4.79
N 1.92 3.55 -0.63
N -2.12 -2.65 2.88
N -2.87 3.93 -5.63
N -2.13 3.33 2.95
N -4.47 -5.74 1.44
N 2.02 2.21 -3.21
N 6.85 -2.01 1.09
C 4.60 -1.39 0.20
C 4.01 -1.79 -2.10
C 4.06 1.01 4.46
C -3.84 2.35 0.16
C -1.86 -0.95 -0.82
C -5.37 1.09 -4.96
C -3.70 2.89 4.82
C -3.03 -1.76 -0.25
C -4.45 -5.64 -0.04
C 4.26 3.23 -3.53
C -5.68 -6.23 -0.69
C -0.31 0.78 -0.02
C -1.40 3.52 -3.70
C -6.35 -4.87 -2.53
C 3.16 2.08 2.49
C 0.52 -4.55 6.17
C -2.26 2.79 4.32
C 5.38 -2.29 1.15
C -0.20 -3.39 4.23
C 5.35 4.34 -1.76
C 0.24 0.43 -5.90
C 0.13 0.04 3.78
C 0.97 -0.03 -0.09
C -0.22 -3.78 1.74
C 3.76 1.07 5.96
C -1.52 3.54 -5.25
C -1.24 2.16 -5.81
C 4.93 -2.05 2.58
C -1.04 -3.66 3.02
C 2.91 3.02 -4.14
C 2.20 4.30 -4.56
C -1.78 1.36 4.37
C 4.42 2.34 1.69
C -3.15 -6.18 -0.60
H 2.49 1.35 -2.91
H 5.01 3.69 -4.17
H -4.34 0.82 -4.70
H -2.10 1.53 -5.57
H 2.86 1.02 2.28
H -6.30 -4.06 -1.80
H 1.19 4.10 -4.93
H 5.13 1.07 4.26
H 3.56 -2.79 -2.08
H -0.05 -2.83 1.24
H 7.07 -1.78 0.11
H -1.69 3.36 5.07
H -5.92 0.16 -5.10
H -3.11 -6.10 -1.69
H -2.63 -2.86 2.02
H -6.61 -5.82 -0.28
H 7.04 -1.08 1.50
H 1.21 0.05 -5.57
H -1.10 -1.69 -1.10
H 2.74 4.74 -5.40
H -1.87 4.42 -3.30
H -2.63 -2.58 0.32
H -4.96 1.36 -6.90
H 0.74 -4.30 1.92
H 1.13 0.18 3.35
H -4.79 2.81 0.43
H 2.28 3.16 0.28
H -3.11 4.80 -5.17
H 1.15 -3.67 6.40
H 4.53 -1.75 -3.06
H -2.68 1.00 0.91
H 2.10 5.05 -3.77
H 0.99 -5.50 6.41
H -2.49 0.74 3.79
H -0.81 -2.83 4.96
H -4.14 3.87 4.62
H -5.90 1.65 -4.19
H 0.94 3.80 -0.47
H -1.17 2.29 -6.90
H 2.96 2.40 -5.05
H 1.26 1.93 -3.84
H -0.84 4.35 -5.51
H -5.71 -7.32 -0.63
H 4.62 2.26 -3.16
H -4.57 -4.55 -0.13
H 0.21 0.39 -6.99
H 3.68 0.05 4.08
H -3.04 3.04 -0.15
H -0.42 -0.32 -5.44
H 0.18 -0.41 4.77
H 2.42 4.43 -0.83
H 5.32 -3.31 0.76
H -3.58 -2.20 -1.09
H -7.41 -5.11 -2.69
H -2.27 -5.72 -0.16
H -4.07 1.83 -0.78
H -0.35 3.44 -3.39
H -0.32 -0.67 3.08
H 2.68 1.17 6.07
H -3.77 2.74 5.90
H 4.22 1.94 6.42
H -2.12 -0.47 -1.77
H -4.36 -6.74 1.67
H -1.57 -4.61 3.14
H -1.69 -1.76 2.58
H -0.69 -4.39 0.96
H -2.62 2.63 2.36
H 4.81 -0.33 0.31
H 2.01 3.08 -1.58
H 5.63 -2.40 3.34
H 5.92 5.09 -2.33
H -1.93 2.66 -3.29
H 4.03 0.13 6.44
H 3.54 -1.56 0.45
H -3.11 -7.25 -0.36
H -3.73 -1.14 0.31
H 3.28 -0.99 -2.04
H -3.66 3.31 -5.49
H 0.65 -2.71 4.03
H 4.94 -0.96 2.74
H -2.49 4.26 2.84
H -0.37 -4.39 6.78
H 5.96 3.44 -1.73
H 5.16 4.78 -0.79
H -4.37 2.12 4.43
H -1.67 0.95 5.37
H 3.97 -2.52 2.78
H -0.46 1.27 -1.00
H -5.96 -4.56 -3.50
H -3.59 -5.38 1.81
*
```

Output
- total energy (hartree) = -4385.5037
- F_max (eV/Å) = 3.1
- lowest unoccupied orbital energy (spin up / spin down) (eV) = -2.6 / -3.1
- orbital gap (spin up / spin down) (eV) = 8.2 / 7.7
- energy above the lowest of the compared OMol25 structures with the same formula, charge and spin (kcal per mole) = 0.0
- HOMO level (spin up / spin down) (eV) = -10.83 / -10.83


(2)
DFT (wB97M-V/def2-TZVPD) results for a cluster of 2 separate species, C4H11NO in total.

Geometry as ORCA input:
```
! RIJCOSX wB97M-V def2-TZVPD def2/J DEFGRID3
* xyz 0 1
O 0.33 1.40 1.17
N -1.47 0.97 -0.11
C 1.70 -0.33 -1.64
C 0.99 -1.69 -1.67
C -0.65 0.71 0.94
C -1.01 -0.49 1.79
H -2.22 0.36 -0.37
H 0.08 -1.66 -2.24
H 1.05 0.51 -1.44
H -0.71 -1.40 1.29
H 1.71 -2.43 -1.99
H 2.27 -0.12 -2.55
H -2.06 -0.48 2.05
H -0.53 -0.34 2.75
H -1.37 1.78 -0.70
H 2.51 -0.37 -0.92
H 0.77 -1.99 -0.64
*
```

Output
- SMILES = CC(N)=O.CC
- total energy (hartree) = -289.0089
- F_max (eV/Å) = 1.4
- lowest unoccupied orbital energy (eV) = 0.8
- orbital gap (eV) = 10.6
- energy above the lowest of the compared OMol25 structures with the same formula, charge and spin (kcal per mole) = 5.1
- HOMO level (eV) = -9.79


(3)
DFT (wB97M-V/def2-TZVPD) results for a structure of composition C18H41AsCrN2O4S4Si.

Geometry as ORCA input:
```
! RIJCOSX wB97M-V def2-TZVPD def2/J DEFGRID3
* xyz -2 5
As -4.02 3.30 0.40
Cr -1.79 1.51 -0.74
S -3.75 2.64 2.41
S -1.98 3.90 -0.37
S -4.21 1.51 -0.88
S -5.49 4.79 0.02
Si -0.74 -1.00 0.57
O -0.20 0.34 1.33
O 0.64 -1.90 0.24
O -1.53 -2.01 1.61
O -1.50 -0.50 -0.71
N 0.21 2.00 -1.43
N 2.23 2.33 -2.55
C 1.19 1.54 -2.11
C 3.40 2.08 -4.73
C 1.97 -3.43 -0.97
C 2.03 1.09 1.65
C 0.12 1.89 3.07
C -2.95 -0.95 3.24
C -3.06 -3.40 2.72
C -0.52 -3.64 -1.02
C 2.20 3.76 -2.29
C 1.19 4.52 -3.15
C 0.96 -0.47 3.29
C 0.68 -3.26 -0.16
C -3.89 -1.73 1.05
C -2.86 -2.00 2.14
C 0.72 0.70 2.34
C 3.40 1.81 -3.22
C 1.20 0.08 -2.44
C 0.74 -4.14 1.09
H 2.13 -4.48 -1.24
H 4.29 2.26 -2.77
H -0.14 -3.96 1.71
H 2.41 0.24 1.08
H -4.04 -3.48 3.19
H -3.83 -0.70 0.68
H 0.18 4.15 -2.97
H 2.45 1.76 -5.17
H 2.78 1.40 2.38
H 3.47 0.74 -3.03
H 1.53 -0.12 -3.46
H 0.25 3.00 -1.23
H 4.21 1.53 -5.22
H -3.94 -0.96 3.70
H 1.42 4.42 -4.21
H 1.91 -2.84 -1.89
H -2.99 -4.15 1.93
H -0.59 -2.98 -1.88
H -4.90 -1.88 1.45
H 0.83 2.31 3.79
H -1.44 -3.55 -0.45
H -0.18 2.65 2.36
H 3.21 4.14 -2.45
H 3.53 3.14 -4.95
H 1.19 5.58 -2.89
H 2.82 -3.08 -0.39
H 0.19 -0.30 -2.28
H 1.98 3.94 -1.23
H 1.41 -1.31 2.76
H 1.64 -3.90 1.67
H -2.29 -3.61 3.47
H 1.83 1.92 0.96
H -2.20 -1.14 4.01
H -3.74 -2.40 0.20
H -0.43 -4.67 -1.37
H -2.81 0.05 2.81
H 0.02 -0.80 3.72
H 1.84 -0.46 -1.74
H 0.78 -5.20 0.82
H 1.63 -0.17 4.11
H -0.79 1.59 3.60
*
```

Output
- total energy (hartree) = -6283.8270
- F_max (eV/Å) = 0.3
- lowest unoccupied orbital energy (spin up / spin down) (eV) = 3.9 / 3.9
- orbital gap (spin up / spin down) (eV) = 4.6 / 4.7
- energy above the lowest of the compared OMol25 structures with the same formula, charge and spin (kcal per mole) = 0.0
- HOMO level (spin up / spin down) (eV) = -0.71 / -0.78


(4)
DFT (wB97M-V/def2-TZVPD) results for a cluster of 3 separate species, C7H9INO3 in total.

Geometry as ORCA input:
```
! RIJCOSX wB97M-V def2-TZVPD def2/J DEFGRID3
* xyz -1 1
I 1.90 4.68 0.03
O -0.60 -1.68 -1.69
O -2.34 -2.39 -3.26
O -1.43 -4.06 -1.94
N 0.49 0.05 0.25
C -1.74 -3.03 -2.47
C -1.52 2.47 1.45
C -0.55 2.22 0.26
C -0.29 0.91 0.15
C 0.35 -2.04 -0.96
C 2.14 -1.52 0.82
C 0.84 -1.26 0.06
H 2.48 -0.46 1.11
H 0.79 -3.12 -1.03
H -0.94 1.99 2.37
H 1.94 -2.09 1.68
H -2.49 2.02 1.43
H -1.58 3.61 1.73
H 2.91 -1.98 0.30
H -0.80 2.81 -0.69
H 0.46 2.87 0.38
*
```

Output
- total energy (hartree) = -850.3052
- F_max (eV/Å) = 6.3
- lowest unoccupied orbital energy (eV) = 2.6
- orbital gap (eV) = 7.2
- energy above the lowest of the compared OMol25 structures with the same formula, charge and spin (kcal per mole) = 21.7
- HOMO level (eV) = -4.66